[1]
A 2-piece molecular cluster, C10H16B2F4INO overall, computed with ωB97M-V with the def2-TZVPD basis set.

The spin multiplicity is 1. As for the net charge: 0. The HOMO energy comes out at -0.345 hartree.

```
35
Properties=species:S:1:pos:R:3:forces:R:3:mulliken_charge:R:1
I -2.7347 -0.3967 -2.4246 0.1 -0.6 0.7 -0.021
F -7.4097 -1.4259 1.3557 0.8 -0.7 -0.2 -0.399
F -5.1741 -2.0915 1.6116 -0.3 -0.1 -0.3 -0.405
F -6.8962 -3.6837 1.6931 0.5 0.9 -0.4 -0.389
F -6.3519 -2.6507 -0.3360 0.2 0.2 0.9 -0.421
O 2.9608 0.6084 -3.3822 -0.3 -0.7 2.7 -0.534
N 1.2913 3.1627 0.6348 -0.2 -3.0 -0.8 -0.035
C -2.6529 -1.3046 -0.4360 0.0 0.1 1.7 -0.777
C -0.9387 -0.2240 1.3535 0.0 0.6 0.0 -0.975
C 1.1298 0.2881 -0.3072 0.4 4.5 1.2 -0.128
C 4.7001 0.1985 -1.3422 -1.1 -0.5 1.0 -0.492
C 4.3662 -0.5555 0.0726 0.6 0.2 0.2 -0.821
C 2.1876 1.2807 -0.8667 -2.4 1.5 1.9 0.244
C -2.3891 -0.1370 0.6616 -1.0 -0.4 0.4 -0.428
C 2.2344 2.7432 -0.3655 -1.8 -3.4 0.3 -0.433
C 0.1321 0.8028 0.7776 2.6 1.2 -1.6 0.276
C 0.2941 2.2809 1.2198 1.0 -2.5 -2.0 -0.387
B 3.2633 0.6967 -1.9792 0.9 -0.2 -0.7 0.134
B -6.4622 -2.4643 1.0812 -0.8 -0.2 0.0 0.611
H 5.3108 -1.0703 0.4957 -1.6 0.6 -0.9 0.336
H -3.6346 -1.8482 -0.1533 1.4 1.0 -0.9 0.333
H -1.0749 -0.0663 2.4773 0.4 -0.1 -1.5 0.430
H 1.1392 -0.7705 -0.7246 -0.3 1.6 0.8 0.375
H 4.0534 0.1959 0.8933 0.3 -1.2 -1.5 0.242
H 2.7899 -0.3288 -3.6247 0.4 0.8 -0.2 0.338
H -1.8051 -2.0647 -0.3789 -1.1 1.0 -0.4 0.350
H 5.3051 1.1241 -1.0563 -0.5 -1.2 -0.7 0.265
H 3.0094 3.4721 -0.7884 -1.5 -1.0 1.0 0.378
H 1.3475 4.1402 0.9725 -0.2 -1.0 -0.3 0.302
H -3.1663 -0.3280 1.4964 1.2 0.2 -1.3 0.228
H -0.4005 2.6677 2.0307 1.2 -0.2 -1.3 0.412
H -0.5563 -1.2923 1.1993 -0.3 1.6 0.3 0.364
H 3.5311 -1.3237 -0.0953 1.3 1.0 0.5 0.237
H 5.2478 -0.5420 -2.0160 -0.5 1.4 0.8 0.311
H -2.6468 0.9065 0.2500 0.7 -1.6 0.6 0.480
```
Forces are in eV/Å.

[2]
C3H3Cl3S as an isolated structure, computed with ωB97M-V with the def2-TZVPD basis set.

The spin multiplicity is 1. As for the net charge: 0. The HOMO energy (alpha / beta) comes out at -0.333 / -0.281 hartree. As for the energy above the lowest of the compared OMol25 structures with the same formula, charge and spin: 4.051 eV.

```
10
Properties=species:S:1:pos:R:3:forces:R:3:nbo_charge:R:1
Cl 3.1768 0.7407 -0.3383 -0.2 -0.3 0.4 -0.100
Cl -2.4949 -1.4077 -1.0508 0.1 0.5 1.0 -0.052
Cl -2.6158 0.8861 0.8746 -1.6 -1.3 0.1 0.034
S -0.2410 1.9960 0.3675 2.0 0.3 0.0 0.391
C 0.5096 0.6460 0.2981 -1.9 0.8 -0.8 -0.237
C -2.0726 -0.7556 0.5719 1.2 1.3 -1.0 -0.285
C 1.5490 -0.1533 -0.2419 1.7 -0.3 -0.5 -0.488
H -0.9303 -0.4926 0.5889 -0.7 -1.4 0.4 0.187
H 1.4543 -0.3328 -1.3245 -0.9 -0.1 0.5 0.292
H 1.6648 -1.1267 0.2545 0.3 0.5 0.0 0.257
```
Forces are in eV/Å.

[3]
A 2-piece molecular cluster, C14H11BCl4NO5S overall, computed with ωB97M-V with the def2-TZVPD basis set.

The spin multiplicity is 1. As for the net charge: -1. The HOMO energy comes out at -0.122 hartree.

```
37
Properties=species:S:1:pos:R:3:forces:R:3:nbo_charge:R:1
Cl -1.3766 -0.2996 0.0013 -1.1 1.7 0.0 0.004
Cl -3.4626 -1.2878 -3.0354 -0.2 0.5 -0.4 -0.257
Cl -5.8936 0.4600 -3.6532 0.4 0.3 0.1 -0.267
Cl -3.5663 0.3556 -5.6657 -0.1 0.1 0.5 -0.242
S 1.5436 -1.0524 0.1976 -1.9 -0.7 -0.5 2.134
O 5.6870 -5.6689 2.9403 -0.8 1.7 0.9 -0.396
O 5.5621 -4.2544 4.6166 -0.6 -0.6 -1.9 -0.398
O -3.3282 1.4209 -3.1924 0.3 0.6 1.8 -0.565
O 1.8594 0.2366 0.7672 0.4 0.8 -0.3 -0.984
O 1.9950 -1.4072 -1.1403 0.8 0.3 0.3 -0.972
N 5.2180 -4.6414 3.4776 1.8 -1.6 1.5 0.492
C -3.1976 3.2555 -0.1050 0.4 -0.7 -0.3 -0.111
C 3.8793 -4.2423 1.4596 0.2 0.1 0.2 -0.198
C -1.9732 5.3252 -0.3767 -0.2 -0.8 -0.3 -0.147
C -3.3376 1.6047 -1.9191 -1.0 0.7 -1.9 0.490
C -2.8805 2.8830 -1.4303 0.0 0.8 0.3 -0.207
C 4.2599 -3.8740 2.7626 -1.4 1.4 -1.4 0.062
C 2.9029 -1.8635 2.5595 -0.1 -0.2 -0.2 -0.201
C 3.0424 -3.4135 0.7062 -0.1 0.1 0.2 -0.208
C 2.5507 -2.2018 1.2350 -0.2 -0.8 0.6 -0.227
C -2.7156 4.4443 0.4217 0.1 0.5 0.2 -0.232
C -1.7672 5.0191 -1.7355 0.0 0.3 0.3 -0.228
C -0.1533 -1.3719 0.2979 2.8 -2.1 1.2 -0.962
C 3.7411 -2.6886 3.3135 0.2 -0.1 -0.1 -0.203
C -2.2488 3.8419 -2.2725 0.0 -0.8 0.0 -0.113
B -4.0439 0.3020 -3.8721 -0.1 -1.6 -0.3 0.399
H -1.2028 5.7100 -2.3623 -0.2 -0.2 0.1 0.222
H 4.2767 -5.1695 1.0463 -0.1 0.3 0.1 0.241
H -3.8054 2.5659 0.4878 0.4 0.2 0.0 0.225
H 4.0348 -2.4222 4.3278 -0.1 0.0 -0.3 0.240
H -2.8910 4.6840 1.4755 0.0 -0.1 -0.5 0.223
H -0.3982 -2.3930 0.5550 -0.1 0.0 -0.4 0.205
H 2.7872 -3.7095 -0.3149 0.0 0.3 0.4 0.251
H 2.5348 -0.9343 3.0021 0.1 -0.3 -0.3 0.247
H -2.1382 3.6179 -3.3386 0.1 0.0 0.5 0.242
H -1.5596 6.2363 0.0469 -0.1 -0.1 -0.1 0.219
H -3.9346 0.9333 -1.2838 0.6 -0.1 -0.2 0.221
```
Forces are in eV/Å.

[4]
C21H35N5O5P2Pt as an isolated structure, computed with ωB97M-V with the def2-TZVPD basis set.

The spin multiplicity is 1. As for the net charge: 0. The HOMO energy comes out at -0.249 hartree. As for the energy above the lowest of the compared OMol25 structures with the same formula, charge and spin: 0.660 eV.

```
69
Properties=species:S:1:pos:R:3:forces:R:3:nbo_charge:R:1
Pt -0.0189 0.2188 -0.4025 1.0 1.0 0.9 0.895
P 0.9814 1.2677 2.7503 -0.2 -0.3 -0.1 2.527
P 2.8535 -0.2236 1.1875 -0.1 -0.1 -0.1 2.522
O 2.4945 0.7758 2.4349 0.0 0.1 -0.1 -1.120
O -1.5409 -1.3750 0.2852 -0.9 -0.1 0.2 -0.795
O -3.6609 -1.4976 1.0662 0.3 0.1 -0.1 -0.685
O 2.3263 0.3292 -0.0907 -0.3 -0.3 0.0 -1.107
O -0.0095 0.5052 1.9545 0.1 0.4 -0.1 -1.112
N 0.8432 0.9977 4.3493 -0.1 -0.1 0.4 -0.830
N 2.3304 -1.6977 1.6434 -0.4 0.0 0.2 -0.830
N 0.9811 2.8962 2.5043 0.3 0.2 -0.2 -0.800
N 4.4899 -0.2376 1.2217 0.3 0.2 -0.2 -0.805
N -1.9891 1.2868 -0.3358 -0.1 -0.5 -0.5 -0.483
C -2.2468 2.5217 -0.7800 0.1 0.0 0.1 0.037
C -2.6747 -3.0877 -3.4125 0.0 0.1 0.0 -0.223
C -0.4992 0.8338 4.9265 0.2 0.0 -0.1 -0.404
C 1.1220 3.3746 1.1181 0.0 0.2 0.2 -0.420
C -3.5289 3.0219 -0.8814 0.1 0.1 0.0 -0.265
C 1.4528 -2.4968 0.7622 0.3 -0.2 0.3 -0.411
C -4.3213 0.9292 -0.0542 0.0 0.0 0.0 -0.214
C -0.8245 -1.0761 -2.7876 0.3 0.3 -0.2 -0.063
C 1.7605 3.7123 3.4430 -0.2 0.0 0.0 -0.411
C 1.9418 1.0478 5.3067 -0.2 -0.1 -0.1 -0.405
C -1.3564 -3.4100 -3.1273 0.1 0.0 0.0 -0.203
C -2.1481 -0.7631 -3.0809 -0.2 0.1 0.0 -0.159
C -4.5869 2.2056 -0.5078 -0.1 0.0 0.0 -0.164
C 5.1802 0.9940 0.8211 0.0 -0.1 0.1 -0.411
C -0.4428 -2.4093 -2.8204 0.1 -0.3 0.0 -0.202
C 2.1841 -2.0159 3.0707 0.0 -0.1 -0.2 -0.410
C -3.0686 -1.7549 -3.3869 0.0 0.0 0.0 -0.222
C 0.1423 -0.0060 -2.3893 -0.6 -0.2 0.6 -0.551
C 5.2359 -1.0773 2.1519 -0.1 0.0 -0.1 -0.403
C -2.7120 -0.9386 0.5116 0.4 -0.4 -0.1 0.747
C -3.0041 0.4901 0.0126 0.0 0.2 0.1 0.127
H 2.0337 0.0906 5.8271 0.0 0.0 0.0 0.198
H 1.8543 -3.5090 0.6612 0.0 0.0 0.1 0.190
H 0.6766 2.6768 0.4181 -0.1 -0.2 -0.1 0.236
H 2.5981 -3.0036 3.2780 0.0 -0.1 0.0 0.199
H -3.6894 4.0291 -1.2427 0.0 0.0 0.0 0.221
H 1.5574 3.4245 4.4747 0.0 0.0 -0.1 0.210
H -0.0848 0.9507 -2.8571 0.0 0.1 -0.2 0.186
H 4.5724 1.5535 0.1116 0.0 -0.1 0.0 0.232
H 6.1218 0.7390 0.3329 0.0 0.0 0.0 0.204
H -1.0393 -4.4461 -3.1356 0.0 0.0 0.0 0.206
H -0.5452 -0.0972 5.4953 0.0 0.0 0.0 0.199
H 6.2304 -1.2590 1.7447 0.0 0.0 0.0 0.206
H 4.7440 -2.0402 2.2751 0.0 0.1 0.0 0.223
H -3.3901 -3.8652 -3.6488 0.0 0.0 0.0 0.209
H -1.2528 0.7843 4.1404 0.1 0.0 0.0 0.246
H 1.1277 -2.0153 3.3481 0.0 0.0 0.0 0.214
H 2.7044 -1.2924 3.6963 0.0 0.0 -0.1 0.205
H 0.5888 -2.6682 -2.5892 -0.1 0.0 -0.1 0.199
H -0.7396 1.6636 5.5984 0.0 0.0 0.0 0.186
H 0.6202 4.3404 1.0223 0.0 0.0 0.0 0.200
H -1.3877 3.1220 -1.0548 0.0 0.0 0.0 0.200
H 1.7642 1.8212 6.0582 0.0 0.0 0.0 0.191
H 1.1864 -0.2772 -2.5458 0.1 0.0 -0.2 0.196
H 5.4011 1.6329 1.6844 0.0 0.0 0.0 0.180
H 1.3950 -2.0574 -0.2229 0.1 0.1 -0.2 0.227
H -4.0988 -1.4900 -3.5985 0.1 0.0 0.0 0.208
H -5.6062 2.5691 -0.5667 0.0 0.0 0.0 0.217
H 0.4397 -2.5376 1.1627 0.0 0.1 0.0 0.242
H 1.4641 4.7559 3.3247 0.0 0.0 0.0 0.210
H 2.8873 1.2580 4.8115 0.0 0.0 0.0 0.219
H -5.0934 0.2401 0.2556 0.0 0.0 0.0 0.257
H 2.8412 3.6418 3.2555 -0.1 0.0 0.0 0.182
H 5.3535 -0.6061 3.1354 0.0 0.0 0.0 0.178
H -2.4607 0.2773 -3.0455 0.0 -0.1 0.0 0.193
H 2.1773 3.4986 0.8466 0.0 0.0 0.0 0.183
```
Forces are in eV/Å.

[5]
A 10-piece molecular cluster, C18H60N4O10 overall, computed with ωB97M-V with the def2-TZVPD basis set.

The spin multiplicity is 1. As for the net charge: 0. The HOMO energy comes out at -0.330 hartree. As for the energy above the lowest of the compared OMol25 structures with the same formula, charge and spin: 0.000 eV. Its SMILES is COC[C@H](C)N.COC[C@H](C)N.COC[C@H](C)N.COC[C@H](C)N.CCO.O.O.O.O.O.

```
92
Properties=species:S:1:pos:R:3:forces:R:3:mulliken_charge:R:1
O -16.2825 5.3174 6.3269 1.3 -0.9 0.4 0.055
O -14.3788 5.9943 3.8379 -0.9 0.0 0.8 -0.704
O -22.3372 5.9077 8.0301 -0.6 1.3 0.5 -0.096
O -13.1699 9.0239 7.2976 -0.5 1.0 1.2 -0.622
O -15.5176 4.5485 9.3816 -0.2 1.6 0.2 -0.668
O -15.0423 1.3370 5.9053 0.5 0.6 1.0 -0.432
O -17.3227 6.9027 10.2019 0.4 -0.4 -0.5 -0.602
O -17.2220 6.0935 3.3424 -1.0 0.6 -2.0 0.018
O -12.3835 7.8214 4.8317 0.9 -0.5 0.0 -0.736
O -20.9399 2.8381 7.0579 0.5 0.3 0.2 -0.583
N -12.1714 3.0255 4.1274 -1.3 -0.2 0.6 -0.741
N -17.3289 3.3551 3.9458 -0.5 -0.9 -0.4 -0.316
N -20.9679 8.0929 7.1397 1.8 -1.3 0.7 -0.538
N -19.2521 2.0968 9.3926 0.2 0.1 0.0 -0.584
C -21.5979 9.2609 9.2782 -1.5 0.8 -1.0 -1.704
C -21.2988 7.9748 8.5518 -0.1 -0.2 0.5 1.203
C -19.7297 4.3917 10.1754 1.1 0.3 2.1 -1.039
C -12.4995 0.5610 4.5650 -0.5 2.0 1.1 -1.408
C -15.7178 1.6779 7.1389 -0.8 1.1 -1.0 -0.477
C -23.3329 4.9356 8.2122 0.8 -1.1 0.1 -0.857
C -17.6010 3.8111 2.5995 0.6 0.4 -0.6 0.649
C -20.1410 3.2454 9.2988 -0.6 0.1 0.3 0.588
C -18.5658 2.8331 1.9516 -0.2 0.6 -0.9 -1.442
C -20.1145 3.7111 7.8819 -1.7 -1.0 -0.7 -0.143
C -17.1735 6.3400 6.6600 1.6 2.1 -0.5 0.654
C -14.0357 2.3328 5.6531 0.5 -0.3 -0.8 -0.010
C -13.1780 1.9917 4.4264 -0.9 -2.4 -0.5 0.451
C -18.1213 5.2697 2.5559 -0.9 -1.7 3.2 -0.921
C -20.9973 3.4141 5.7535 0.9 -0.8 0.5 -0.311
C -22.5711 7.1203 8.7708 1.6 -0.9 -0.5 -1.154
C -17.8012 7.4243 3.4001 -0.3 -1.3 -0.4 -0.917
C -16.4209 7.7352 6.6666 -1.3 -1.1 0.0 -1.461
H -18.2585 5.5107 1.5303 0.3 0.9 -1.0 0.444
H -22.4929 9.7582 8.8393 0.5 -0.2 -0.1 0.389
H -12.6909 3.9074 3.9719 0.7 -0.6 -0.3 0.256
H -13.2663 -0.2477 4.6383 1.0 0.6 -0.1 0.273
H -19.0335 3.2659 1.0434 0.4 -0.3 0.3 0.397
H -19.2820 1.6085 10.2733 -0.2 0.0 0.2 0.230
H -16.6727 3.8544 1.9741 -0.4 -0.1 0.3 0.214
H -15.1015 5.8772 4.5145 0.9 0.0 -0.6 0.317
H -21.5951 8.6218 6.6112 -1.3 1.0 -0.7 0.242
H -17.5554 6.1781 7.6589 -0.9 -0.2 0.0 -0.084
H -15.0548 1.8250 7.9909 0.4 0.1 -0.2 0.384
H -18.6835 4.7020 10.0578 0.0 -0.3 -0.3 0.160
H -16.0326 7.9357 5.6679 -0.2 0.2 0.0 0.204
H -19.9876 3.3820 5.2904 -0.4 0.4 0.2 0.056
H -17.8203 7.3385 10.8861 -0.2 0.3 0.3 0.281
H -17.1592 8.4928 7.0015 0.6 -0.1 -0.3 0.325
H -20.2929 5.3069 9.9963 -0.4 -0.2 0.0 -0.042
H -17.8529 6.3712 5.8180 -0.8 -0.1 0.5 -0.125
H -23.3958 4.7681 9.2958 -0.5 -0.3 -0.1 0.363
H -20.8898 7.1602 6.7037 -0.1 0.8 0.5 0.195
H -11.6247 7.2083 4.7142 -0.8 0.6 0.2 0.317
H -17.0736 8.0619 3.8610 0.1 0.4 0.2 0.205
H -12.8228 9.9352 7.3298 -0.1 -0.9 -0.4 0.292
H -16.3272 2.6043 6.9577 0.6 -0.5 0.3 -0.020
H -21.9686 9.0097 10.2738 0.7 0.3 0.3 0.384
H -21.1953 3.0452 9.5796 0.3 -0.3 -0.3 0.093
H -18.7059 7.2861 3.9766 -0.3 0.6 0.6 0.336
H -20.5772 4.6772 7.7833 0.3 0.7 0.1 -0.168
H -23.4659 7.6176 8.3842 0.1 0.2 -0.1 0.482
H -17.2615 7.5168 9.4622 0.0 0.1 0.1 0.262
H -19.3679 2.5921 2.6276 -0.3 -0.1 0.4 0.251
H -20.7972 9.9777 9.1946 0.4 0.2 0.5 0.407
H -22.6964 6.9785 9.8580 -0.1 -0.5 -0.3 0.471
H -16.8829 4.0536 4.4723 0.7 1.1 0.9 -0.103
H -13.1437 7.3120 4.5162 -0.2 -0.2 -0.2 0.440
H -14.8916 6.1977 3.0438 0.1 -0.1 0.1 0.293
H -16.0034 3.7369 9.4474 -0.5 -0.6 0.1 0.311
H -11.8177 0.6583 5.4177 -0.5 -0.5 0.5 0.355
H -18.1556 7.8070 2.4239 0.7 -0.2 0.2 0.300
H -16.7357 2.5230 3.9676 -0.3 0.3 -0.1 0.185
H -11.7610 0.4902 3.8009 0.1 -0.7 -1.3 0.451
H -14.4933 3.2830 5.4199 -0.5 0.6 0.2 -0.329
H -19.5159 1.4429 8.6699 0.0 -0.2 -0.1 0.262
H -18.0504 1.9109 1.6868 0.0 0.0 -0.1 0.382
H -13.9249 1.8267 3.6000 0.5 0.5 0.3 0.089
H -16.0875 5.2417 9.8062 0.6 -0.8 -0.4 0.312
H -16.4434 0.9369 7.4372 0.0 -0.6 -0.4 0.332
H -11.7119 2.7036 3.2849 0.1 0.5 -0.1 0.296
H -24.3217 5.1529 7.7755 0.3 0.3 0.1 0.246
H -19.8099 4.1219 11.2764 -0.1 0.3 -1.2 0.403
H -15.7044 5.1737 7.1083 -0.3 -0.1 -0.5 0.141
H -12.8156 8.5547 6.5474 0.5 0.0 -0.9 0.393
H -21.6257 2.7693 5.1533 -0.4 0.2 -0.1 0.334
H -15.5465 7.6956 7.2965 0.2 0.1 0.6 0.486
H -22.8788 4.0411 7.7300 -0.8 0.3 0.4 0.234
H -20.3637 7.6146 9.0970 -1.3 -0.5 -0.8 -0.231
H -19.1631 5.3159 3.0613 1.3 -0.1 -0.7 0.253
H -21.3605 4.4336 5.8818 -0.2 0.2 -0.6 0.137
H -19.1210 3.6619 7.5060 1.1 0.3 -0.4 0.577
H -13.3606 2.4887 6.4882 0.0 -0.2 0.5 0.507
```
Forces are in eV/Å.

Energy readings, ordered: -34491.779; -51556.983; -88025.388; -61861.318; -46072.179 eV
M readings, ordered: 390.76; 177.48; 457.93; 694.57; 492.70 u